{"formula": "C53H51BrGeN6O4SiTi", "method": "ωB97M-V/def2-TZVPD", "e_above_lowest_kcal_mol": 8.7, "lumo_ev": -1.0, "gap_ev": 6.436, "energy_ev": -230476.4260, "homo_ev": -7.454, "mol_weight_g_mol": 1064.5, "species": ["Ti", "O", "C", "N", "C", "O", "C", "C", "C", "C", "C", "N", "C", "C", "C", "C", "C", "N", "H", "H", "H", "H", "H", "H", "H", "H", "Br", "C", "C", "C", "C", "C", "C", "N", "N", "C", "C", "C", "C", "O", "C", "N", "C", "C", "C", "C", "H", "H", "H", "H", "H", "H", "H", "H", "H", "C", "C", "C", "C", "Ge", "C", "C", "C", "C", "H", "H", "H", "H", "H", "H", "H", "H", "H", "H", "H", "H", "H", "H", "H", "H", "H", "H", "H", "O", "Si", "C", "C", "C", "C", "C", "C", "C", "C", "C", "C", "C", "C", "C", "C", "C", "C", "C", "C", "H", "H", "H", "H", "H", "H", "H", "H", "H", "H", "H", "H", "H", "H", "H"], "positions_angstrom": [[-0.1300, -1.4184, 1.2314], [-0.1278, 0.1694, 4.8647], [-0.7036, -0.4367, 3.9995], [-0.1667, -1.5139, 3.2685], [0.3373, -2.5657, 3.9819], [0.2938, -2.7272, 5.1830], [0.9245, -3.6179, 3.0827], [1.5026, -4.7592, 3.6080], [2.0181, -5.6957, 2.7302], [1.9290, -5.4572, 1.3662], [1.3369, -4.2884, 0.9279], [0.8448, -3.3806, 1.7721], [-2.1046, -0.1104, 3.5736], [-2.9132, 0.7077, 4.3424], [-4.2261, 0.8841, 3.9321], [-4.6550, 0.2565, 2.7748], [-3.7497, -0.5052, 2.0465], [-2.4987, -0.6924, 2.4442], [1.5311, -4.8745, 4.6820], [2.4831, -6.5998, 3.1004], [2.3162, -6.1629, 0.6451], [1.2571, -4.0575, -0.1257], [-2.5110, 1.1666, 5.2344], [-4.9046, 1.4981, 4.5098], [-5.6707, 0.3635, 2.4202], [-4.0370, -0.9757, 1.1130], [-3.7045, 2.9267, -8.9184], [-3.1296, 1.4142, -7.9373], [-3.9563, 0.8881, -6.9584], [-3.5287, -0.1991, -6.2157], [-2.2754, -0.7609, -6.4509], [-1.4603, -0.2230, -7.4435], [-1.8821, 0.8640, -8.1900], [-1.7267, -1.7888, -5.6445], [-2.5314, -2.3021, -4.8499], [-2.0720, -2.5714, -3.5494], [-3.0137, -3.1423, -2.7122], [-2.8552, -3.2515, -1.3301], [-1.7125, -2.7283, -0.7534], [-1.5021, -2.6586, 0.5252], [-0.6710, -2.2400, -1.6075], [0.4340, -1.8075, -0.9366], [1.4694, -1.4010, -1.6333], [1.4546, -1.3519, -3.0332], [0.3254, -1.7030, -3.7155], [-0.8049, -2.1832, -3.0021], [-4.9220, 1.3360, -6.7675], [-4.1516, -0.6062, -5.4319], [-0.4851, -0.6626, -7.6104], [-1.2465, 1.2887, -8.9545], [-3.9403, -3.4563, -3.1780], [-3.6335, -3.6559, -0.6985], [2.3396, -1.0878, -1.0772], [2.3293, -0.9946, -3.5573], [0.2859, -1.6362, -4.7882], [4.1774, 3.9265, 2.5564], [4.3615, 2.4649, 2.1682], [3.2656, 1.9864, 1.2199], [3.4868, 0.5731, 0.6540], [2.5114, -0.9037, 1.5823], [3.0421, -0.8059, 3.4971], [4.1474, -1.7905, 3.8830], [5.4971, -1.4723, 3.2513], [6.5688, -2.4881, 3.6240], [4.9322, 4.2523, 3.2731], [3.1954, 4.0871, 3.0079], [4.2438, 4.5748, 1.6800], [4.3790, 1.8489, 3.0695], [5.3348, 2.3226, 1.6876], [3.2050, 2.7159, 0.4037], [2.2998, 2.0517, 1.7349], [4.5480, 0.3106, 0.7100], [3.2407, 0.5563, -0.4082], [3.2732, -2.1712, 1.0543], [2.1728, -0.9390, 4.1375], [3.3770, 0.2162, 3.6883], [3.8573, -2.8091, 3.5976], [4.2624, -1.8044, 4.9731], [5.8095, -0.4691, 3.5603], [5.3897, -1.4371, 2.1628], [6.7005, -2.5386, 4.7070], [7.5347, -2.2400, 3.1818], [6.2911, -3.4871, 3.2801], [-0.4708, 0.2607, 0.6637], [-1.1286, 1.5639, -0.1172], [-2.9345, 1.2806, -0.5223], [-3.3107, 0.2273, -1.3605], [-4.6425, -0.0239, -1.6539], [-5.6322, 0.8001, -1.1303], [-5.2798, 1.8653, -0.3153], [-3.9445, 2.0958, -0.0095], [-0.2502, 1.7916, -1.7620], [1.1435, 1.8690, -1.7986], [1.8286, 2.0089, -2.9963], [1.1261, 2.0725, -4.1935], [-0.2605, 2.0135, -4.1846], [-0.9380, 1.8826, -2.9774], [-0.9152, 3.0309, 1.0079], [-1.2711, 4.3182, 0.5946], [-1.1040, 5.4095, 1.4341], [-0.5685, 5.2312, 2.7038], [-0.2001, 3.9635, 3.1288], [-0.3719, 2.8748, 2.2837], [-2.5542, -0.4132, -1.8006], [-4.9062, -0.8592, -2.2913], [-6.6734, 0.6143, -1.3628], [-6.0463, 2.5145, 0.0898], [-3.6873, 2.9185, 0.6482], [1.6979, 1.8300, -0.8706], [2.9107, 2.0700, -2.9966], [1.6585, 2.1785, -5.1308], [-0.8180, 2.0709, -5.1134], [-2.0202, 1.8320, -2.9933], [-1.6803, 4.4741, -0.3990], [-1.3860, 6.3992, 1.0982], [-0.4338, 6.0834, 3.3580], [0.2225, 3.8165, 4.1148], [-0.0723, 1.8915, 2.6279]], "atomic_forces_ev_per_a": [[-0.3190, 0.0615, 0.1517], [-0.0271, -0.0189, 0.0300], [-0.0072, -0.0541, 0.0009], [0.1767, 0.1132, -0.0299], [0.0031, 0.0018, 0.0193], [0.0146, -0.0131, -0.0090], [0.0063, -0.0053, 0.0027], [0.0117, 0.0005, -0.0103], [0.0039, -0.0019, 0.0133], [0.0000, 0.0040, -0.0075], [-0.0236, 0.0018, -0.0044], [-0.0159, -0.0818, 0.0116], [0.0144, 0.0802, -0.0053], [-0.0212, -0.0135, -0.0273], [0.0200, -0.0017, 0.0166], [-0.0170, -0.0113, -0.0077], [0.0035, -0.0258, -0.0120], [0.0424, -0.0011, -0.0147], [-0.0019, 0.0013, 0.0006], [0.0007, -0.0006, 0.0001], [-0.0011, -0.0014, -0.0015], [-0.0019, -0.0060, 0.0033], [0.0000, -0.0026, 0.0024], [-0.0025, 0.0041, 0.0005], [-0.0010, 0.0016, 0.0022], [-0.0016, -0.0106, 0.0017], [0.0152, -0.0011, -0.0245], [0.0392, -0.0083, 0.0005], [-0.0206, -0.0269, 0.0443], [-0.0508, 0.0356, 0.0628], [-0.3039, -0.6956, -0.8914], [0.0412, -0.0359, 0.0148], [0.0247, 0.0147, -0.0018], [0.7278, 1.0632, 0.3808], [-0.8202, 0.6328, 0.7715], [0.3684, -1.0690, -0.4160], [-0.1672, 0.0883, 0.0171], [0.0479, 0.0657, -0.1891], [0.0145, -0.2929, 0.0488], [0.0773, 0.1712, 0.1048], [0.0114, 0.0992, -0.0185], [0.0606, -0.1841, 0.0737], [0.0119, 0.0439, -0.0160], [-0.0019, 0.0283, 0.0322], [-0.0417, -0.0874, 0.0496], [0.1142, 0.1215, -0.1208], [0.0037, -0.0077, 0.0007], [0.0058, 0.0117, 0.0163], [0.0020, 0.0067, -0.0185], [0.0010, -0.0095, -0.0040], [-0.0195, 0.0085, 0.0325], [-0.0061, -0.0197, -0.0140], [0.0258, -0.0158, -0.0139], [0.0105, -0.0102, 0.0073], [0.0016, -0.0119, -0.0081], [-0.0110, 0.0060, 0.0214], [-0.0009, 0.0021, 0.0013], [-0.0177, -0.0164, 0.0049], [-0.0187, 0.0429, 0.0903], [0.0159, -0.0863, -0.0394], [0.0234, 0.0059, 0.0093], [0.0046, 0.0060, 0.0037], [-0.0028, -0.0003, -0.0032], [0.0072, -0.0009, 0.0038], [0.0082, 0.0017, -0.0043], [-0.0005, -0.0060, 0.0034], [-0.0048, 0.0000, -0.0027], [0.0081, -0.0243, -0.0143], [-0.0002, 0.0330, -0.0146], [0.0130, -0.0160, -0.0180], [-0.0159, 0.0294, -0.0029], [0.0037, 0.0190, 0.0258], [0.0204, -0.0152, -0.0163], [-0.0033, 0.0255, -0.0574], [0.0001, -0.0126, -0.0042], [0.0039, -0.0029, 0.0019], [-0.0060, 0.0014, -0.0040], [0.0074, 0.0060, -0.0005], [-0.0041, 0.0008, 0.0088], [-0.0013, -0.0105, -0.0019], [0.0018, 0.0036, 0.0033], [0.0008, 0.0023, -0.0038], [-0.0017, -0.0022, -0.0024], [-0.1706, 0.1867, -0.0543], [0.1488, -0.1805, -0.1158], [-0.0460, 0.0404, 0.0967], [-0.0291, -0.0459, -0.0265], [-0.0022, 0.0336, 0.0274], [0.0131, -0.0309, -0.0139], [-0.0050, 0.0177, 0.0098], [0.0306, 0.0196, 0.0024], [-0.1001, -0.0020, -0.0757], [-0.0014, 0.0721, 0.0154], [-0.0155, 0.0326, -0.0058], [-0.0137, 0.0151, -0.0038], [0.0289, 0.0025, 0.0361], [0.0096, -0.1360, 0.0075], [0.0793, 0.0227, -0.0076], [0.0201, 0.0130, 0.0142], [-0.0042, -0.0191, -0.0067], [0.0050, 0.0024, 0.0014], [-0.0118, 0.0030, -0.0112], [-0.0363, -0.0158, 0.0473], [-0.0039, 0.0149, 0.0017], [0.0044, 0.0074, -0.0163], [-0.0011, -0.0013, -0.0009], [0.0004, 0.0013, 0.0016], [-0.0033, -0.0019, 0.0062], [0.0065, -0.0047, 0.0067], [0.0033, 0.0023, 0.0017], [0.0020, 0.0010, -0.0019], [0.0249, -0.0102, 0.0286], [0.0050, 0.0257, 0.0142], [0.0045, -0.0066, -0.0035], [0.0033, 0.0059, -0.0017], [-0.0024, -0.0006, 0.0026], [0.0002, -0.0012, 0.0050], [-0.0022, 0.0091, -0.0176]], "lowdin_charge": [0.944, 0.133, -0.416, -0.015, -0.465, 0.103, -0.187, 0.020, -0.034, -0.032, -0.115, -0.008, -0.198, 0.018, -0.040, -0.045, -0.104, 0.110, 0.128, 0.113, 0.111, 0.113, 0.124, 0.110, 0.107, 0.114, 0.735, -0.701, -0.125, -0.020, -0.254, -0.030, -0.130, 0.043, 0.067, -0.214, -0.020, 0.003, -0.349, -0.146, -0.159, 0.043, -0.114, -0.021, 0.028, -0.070, 0.102, 0.102, 0.112, 0.101, 0.118, 0.122, 0.063, 0.115, 0.096, -0.108, -0.275, -0.294, -0.347, 0.914, -0.321, -0.298, -0.292, -0.117, 0.068, 0.065, 0.072, 0.085, 0.110, 0.102, 0.088, 0.055, 0.016, -0.023, 0.033, 0.050, 0.090, 0.115, 0.108, 0.078, 0.071, 0.066, 0.070, -0.385, 0.566, -0.223, -0.101, -0.074, -0.081, -0.090, -0.089, -0.197, -0.092, -0.088, -0.087, -0.075, -0.076, -0.220, -0.096, -0.084, -0.084, -0.075, -0.089, 0.090, 0.099, 0.103, 0.105, 0.101, 0.071, 0.107, 0.103, 0.099, 0.096, 0.109, 0.102, 0.102, 0.108, 0.083]}